(1)
C3H6N4 | ωB97M-V/def2-TZVPD

Relative energy (zero: lowest compared OMol25 entry of this formula, charge and spin)   510.6 kJ/mol
Calculated total energy   -9163.5640 eV
HOMO energy   -0.2934 Eh
HOMO-LUMO gap   8.6 eV

The geometry in XYZ format:
```
13
C3H6N4 (ωB97M-V/def2-TZVPD)
C 1.915 0.351 0.693
C -0.567 -1.624 -0.413
C -0.609 0.681 0.041
H 2.812 0.486 -0.279
H 2.219 -0.647 1.685
H 1.773 1.164 1.501
H -0.812 -2.533 -0.810
H -2.442 -0.200 -0.406
H -0.235 2.521 0.461
N 0.588 0.099 0.046
N 0.703 -1.247 -0.106
N -1.388 -0.483 -0.346
N -1.010 2.025 -0.176
```

The Löwdin scheme yields these atomic charges, measured in e: number 1, C, carries -0.0961; number 2, C, carries -0.0976; number 3, C, carries -0.4234; number 4, H, carries 0.1598; number 5, H, carries 0.1749; number 6, H, carries 0.0553; number 7, H, carries 0.0793; number 8, H, carries 0.1921; number 9, H, carries 0.0395; number 10, N, carries -0.2035; number 11, N, carries 0.0339; number 12, N, carries 0.0827; number 13, N, carries 0.0031

(2)
ClH2NOS | ωB97M-V/def2-TZVPD

Relative energy (zero: lowest compared OMol25 entry of this formula, charge and spin)   231.1 kJ/mol
Calculated total energy   -26924.5637 eV
HOMO energy (alpha / beta)   -0.4134 / -0.3387 Eh
HOMO-LUMO gap (alpha / beta)   9.9 / 8.2 eV

The geometry in XYZ format:
```
6
ClH2NOS (ωB97M-V/def2-TZVPD)
N -1.534 0.293 0.411
O 1.755 -1.476 0.306
S 1.179 -0.453 -0.456
Cl 2.010 1.379 0.036
H -1.397 -0.605 -0.022
H -2.013 0.862 -0.275
```

The Löwdin scheme yields these atomic charges, measured in e: number 1, N, carries 0.0600; number 2, O, carries -0.5662; number 3, S, carries 0.4988; number 4, Cl, carries 0.1207; number 5, H, carries -0.0839; number 6, H, carries -0.0294

Q: Number 1 is which compound?
A: C3H6N4

Q: What is the relative energy (zero: lowest compared OMol25 entry of this formula, charge and spin) in the second record?
A: 231.1 kJ/mol